{"formula": "C21H47AuO2P3", "method": "the ωB97M-V functional and the def2-TZVPD basis", "gap_ev": [5.54, 2.69], "e_tot_ha": -2137.45223, "homo_energy_ev": [-15.86, -15.85], "relative_energy_kj_mol": 49.54, "total_charge": 3, "spin_multiplicity": 3, "elements": ["Au", "P", "P", "P", "O", "O", "C", "C", "C", "C", "C", "C", "C", "C", "C", "C", "C", "C", "C", "C", "C", "C", "C", "C", "C", "C", "C", "H", "H", "H", "H", "H", "H", "H", "H", "H", "H", "H", "H", "H", "H", "H", "H", "H", "H", "H", "H", "H", "H", "H", "H", "H", "H", "H", "H", "H", "H", "H", "H", "H", "H", "H", "H", "H", "H", "H", "H", "H", "H", "H", "H", "H", "H", "H"], "coordinates": [[-0.4511, 0.6229, 0.2597], [1.9560, 1.5952, 0.2295], [-2.3776, -0.0378, -0.7824], [-0.7050, -0.4345, 2.4380], [0.3853, 1.0583, -3.5290], [0.4905, -2.4150, -0.7726], [0.0033, 4.5465, -6.3149], [1.3064, -4.6076, 0.0693], [-3.6915, 0.8220, 0.1273], [-0.1391, 3.3311, -2.9454], [2.2909, 3.9879, -4.1155], [2.9949, 0.3760, 1.0822], [1.7480, 2.7591, -4.4027], [1.6487, 4.8815, -3.2262], [-2.7801, -1.8094, -0.7596], [3.0596, 2.4011, -0.9783], [0.4475, -2.7221, -2.1897], [1.4795, -1.9977, -3.0206], [0.4118, 4.5503, -2.6739], [-1.8911, -1.8305, 2.5252], [1.6164, 2.8625, 1.4933], [-2.5687, 0.4275, -2.5098], [-0.5413, 5.6064, -5.7103], [-1.4441, 0.8357, 3.5216], [0.6791, -1.0966, 3.4400], [1.5412, -3.1144, -0.0663], [0.6096, 2.2967, -3.6268], [2.8675, 0.4357, 2.1716], [4.0705, 2.4508, -0.5534], [2.6584, 3.3938, -1.2135], [-1.1217, 3.0344, -2.5380], [-4.6670, 0.4811, -0.2463], [4.0620, 0.5524, 0.8677], [-3.6089, 0.6327, 1.2063], [2.4971, -2.8869, -0.5773], [-0.1186, 5.3121, -2.0751], [-2.7119, 1.5065, -2.6089], [3.0350, 1.7816, -1.8860], [1.1198, 2.4101, 2.3682], [0.4751, -2.1374, 3.7353], [-0.7406, 1.6745, 3.6113], [-2.0278, -2.3816, -0.2029], [-0.5503, 3.6681, -6.6744], [1.1026, 1.2439, -1.0470], [1.3342, -5.0980, -0.9052], [-2.7914, -2.1964, -1.7830], [1.5056, -2.4017, -4.0363], [-1.6476, 0.4165, 4.5187], [0.9629, 3.6289, 1.0558], [-1.4557, -2.6879, 1.9918], [2.0976, -5.0338, 0.6868], [1.2367, -0.9349, -3.1036], [2.7224, -0.6236, 0.7263], [2.0876, 5.8553, -2.9977], [-1.6521, 0.1821, -3.0635], [-3.7708, -1.9753, -0.3103], [1.0541, 4.6066, -6.6225], [1.5589, -2.6345, 0.9240], [-2.0782, -2.1234, 3.5735], [-3.5856, 1.9049, -0.0280], [0.3537, -4.8250, 0.5563], [0.5340, -3.8148, -2.3264], [0.8248, -0.5111, 4.3618], [2.5591, 3.3309, 1.8201], [0.0909, 6.4547, -5.4327], [2.1431, 2.0560, -5.1429], [-0.5580, -2.4202, -2.5096], [-1.6257, 5.7764, -5.6222], [3.2214, 4.2669, -4.6289], [2.4811, -2.0990, -2.6033], [-3.4279, -0.0982, -2.9488], [-2.3749, 1.2024, 3.0693], [1.6035, -1.0801, 2.8497], [-2.8461, -1.5691, 2.0526]]}

***

{"formula": "C4H27N2O10S", "method": "the ωB97M-V functional and the def2-TZVPD basis", "gap_ev": 6.72, "e_tot_ha": -1428.76597, "homo_energy_ev": -4.17, "relative_energy_kj_mol": 302.73, "total_charge": -1, "elements": ["S", "O", "O", "O", "O", "O", "O", "O", "O", "O", "O", "N", "N", "C", "C", "C", "C", "H", "H", "H", "H", "H", "H", "H", "H", "H", "H", "H", "H", "H", "H", "H", "H", "H", "H", "H", "H", "H", "H", "H", "H", "H", "H", "H"], "coordinates": [[0.5457, -0.2048, -2.6910], [-2.2267, -3.0270, 1.4333], [2.4794, 3.2942, 0.2501], [-0.2780, 2.8379, 0.5319], [-2.3395, -2.8582, -1.2325], [-1.5994, 2.2357, 2.8911], [1.8260, 2.7566, -2.3501], [1.2552, -2.4636, 1.2817], [-3.6697, -0.6085, -0.5915], [-1.9405, -0.4535, 2.0661], [-1.9733, 1.3234, -1.3893], [1.2818, -0.4417, 2.1241], [3.0894, -1.2863, -0.8854], [1.5440, -1.2933, 1.0602], [1.5430, 0.9944, 1.8970], [0.6764, -1.3851, -1.2507], [1.8078, -0.7800, -0.4091], [-2.9745, -2.0925, -1.1384], [1.5257, -0.8542, 3.0937], [-2.3811, -1.3515, 1.8532], [2.6294, 3.5218, -0.6716], [-1.0508, 1.1453, -1.6531], [3.2266, -0.7695, -1.7406], [-1.6466, 1.2651, 3.0626], [-2.2701, -3.0115, 0.4537], [2.1643, 1.4889, 2.6699], [-2.3840, 2.3886, 2.3621], [-1.9245, 1.2178, -0.4269], [1.5449, 3.0891, 0.1654], [1.9534, 1.2772, 0.9360], [-3.9643, -0.0139, -1.2851], [1.9688, 1.7833, -2.1691], [0.9173, 2.6524, -2.6629], [-0.2666, -1.4352, -0.6676], [0.6295, 1.6175, 2.0835], [-1.0518, 3.2309, 0.1330], [0.7978, -2.4553, -1.5303], [1.7244, 0.3072, -0.3838], [-3.0068, -0.2116, -0.0349], [-0.9766, -0.7069, 2.0577], [2.9324, -2.2458, -1.0639], [-1.5309, -3.5646, 1.7985], [-1.7122, -2.2281, -1.6591], [-0.6576, 2.5107, 1.3573]]}